(1)
{"formula": "C26H23BaBrN5O7", "method": "ωB97M-V with the def2-TZVPD basis set", "elements": ["Ba", "O", "C", "O", "C", "C", "C", "C", "C", "O", "C", "C", "O", "O", "H", "H", "H", "H", "H", "H", "H", "H", "C", "C", "N", "C", "C", "N", "C", "N", "N", "N", "C", "C", "C", "C", "C", "C", "H", "H", "H", "H", "H", "H", "H", "H", "H", "H", "H", "Br", "C", "C", "C", "C", "C", "C", "C", "O", "O", "H", "H", "H", "H"], "xyz": [[-2.152, 0.473, 0.177], [-3.791, 1.554, 2.024], [-2.754, 1.587, 2.733], [-1.655, 2.087, 2.388], [-2.832, 0.877, 4.092], [-1.660, 1.183, 5.027], [-2.012, 0.747, 6.456], [-1.885, -0.794, 6.337], [-1.486, -0.941, 4.861], [-0.667, 0.217, 4.656], [-2.710, -0.696, 3.973], [-2.537, -1.199, 2.529], [-3.556, -1.559, 1.911], [-1.362, -1.164, 2.051], [-3.788, 1.147, 4.542], [-1.251, 2.182, 4.912], [-3.008, 1.073, 6.759], [-1.291, 1.148, 7.169], [-2.810, -1.323, 6.570], [-1.099, -1.177, 6.989], [-0.919, -1.833, 4.606], [-3.601, -1.181, 4.372], [1.734, 1.471, -1.858], [1.756, 1.180, -0.399], [0.717, 0.909, 0.349], [1.189, 0.714, 1.639], [2.531, 0.878, 1.656], [2.900, 1.172, 0.348], [4.246, 1.254, -0.124], [4.565, 0.131, -0.991], [5.504, 0.290, -1.940], [5.659, -0.807, -2.582], [4.786, -1.735, -2.058], [4.545, -3.064, -2.436], [3.568, -3.739, -1.752], [2.831, -3.117, -0.714], [3.054, -1.821, -0.327], [4.068, -1.140, -1.025], [0.749, 1.222, -2.251], [2.484, 0.890, -2.398], [1.934, 2.530, -2.045], [0.510, 0.478, 2.447], [3.261, 0.807, 2.443], [4.896, 1.252, 0.752], [4.439, 2.155, -0.706], [5.102, -3.521, -3.242], [3.340, -4.763, -2.014], [2.052, -3.679, -0.215], [2.469, -1.358, 0.456], [-2.864, 0.643, -9.175], [-2.718, 0.641, -7.278], [-1.500, 0.334, -6.697], [-1.403, 0.337, -5.313], [-2.505, 0.642, -4.524], [-3.716, 0.944, -5.134], [-3.832, 0.946, -6.515], [-2.390, 0.651, -3.012], [-3.426, 0.904, -2.356], [-1.260, 0.405, -2.513], [-0.645, 0.097, -7.315], [-0.469, 0.101, -4.821], [-4.562, 1.177, -4.500], [-4.772, 1.182, -6.995]], "forces_ev_per_angstrom": [[-0.12, 0.08, -0.64], [0.17, -0.08, -0.17], [-0.05, 0.24, 0.72], [-0.02, -0.13, -0.33], [-0.06, -0.13, -0.08], [0.15, 0.05, -0.04], [-0.03, -0.02, 0.06], [-0.03, -0.01, 0.03], [0.15, -0.03, -0.04], [-0.11, -0.01, 0.01], [-0.08, 0.08, -0.06], [-0.04, -0.33, 0.60], [0.18, 0.21, -0.26], [0.02, 0.08, -0.13], [-0.01, -0.04, -0.01], [-0.01, -0.01, 0.00], [0.00, 0.00, -0.01], [0.00, 0.01, -0.01], [0.00, 0.01, 0.00], [0.01, 0.00, -0.01], [-0.01, 0.00, 0.00], [-0.01, 0.04, 0.02], [0.01, 0.02, -0.03], [0.02, -0.03, -0.15], [0.02, -0.06, 0.20], [-0.26, 0.10, -0.05], [0.12, -0.10, -0.05], [-0.09, 0.12, 0.16], [0.02, -0.04, 0.01], [0.00, -0.07, -0.01], [0.08, -0.01, -0.01], [-0.04, 0.01, 0.03], [0.10, -0.08, -0.14], [0.01, 0.06, 0.02], [-0.05, 0.03, 0.07], [-0.01, -0.11, -0.04], [0.11, 0.08, -0.07], [-0.15, 0.05, 0.14], [-0.01, 0.01, 0.02], [0.00, -0.01, 0.01], [0.00, 0.00, 0.00], [0.01, 0.03, 0.02], [0.00, 0.00, 0.00], [0.03, 0.02, -0.04], [-0.05, 0.01, -0.01], [0.02, 0.02, -0.01], [-0.02, 0.00, 0.01], [0.00, -0.01, -0.01], [0.01, -0.03, 0.00], [0.00, 0.00, -0.02], [0.02, 0.00, 0.01], [-0.02, 0.00, 0.01], [0.01, 0.00, 0.02], [0.04, 0.00, -0.06], [0.00, 0.00, 0.04], [-0.01, 0.00, -0.02], [-0.02, 0.03, 0.12], [0.02, -0.03, 0.12], [0.01, -0.04, 0.03], [0.00, 0.00, 0.00], [0.00, 0.00, 0.00], [0.00, 0.00, -0.01], [0.00, 0.00, 0.00]], "mulliken_charge": [1.82, -0.76, -0.24, -0.68, 0.27, -0.09, -0.95, -0.93, -0.08, -0.50, 0.23, -0.34, -0.72, -0.69, 0.42, 0.65, 0.35, 0.32, 0.37, 0.31, 0.62, 0.46, -0.85, 0.57, 0.20, -0.50, -0.71, 0.29, -0.76, 0.76, -0.84, -0.55, 0.14, -0.74, -0.51, -0.88, -0.52, 1.38, 0.02, 0.26, 0.32, 0.23, 0.34, 0.29, 0.40, 0.42, 0.37, 0.44, 0.53, -0.23, 0.21, -0.56, -0.18, 0.04, -0.28, -0.49, 0.81, -0.93, -0.91, 0.41, 0.38, 0.39, 0.40], "total_energy_ev": -119861.9331, "charge": -1, "homo_energy_ev": -6.08}


(2)
{"formula": "C25H49N7O8P", "method": "ωB97M-V with the def2-TZVPD basis set", "elements": ["C", "C", "C", "C", "N", "N", "O", "C", "C", "C", "O", "C", "P", "C", "O", "C", "H", "H", "H", "H", "H", "H", "H", "H", "H", "H", "H", "H", "H", "H", "C", "O", "N", "C", "C", "H", "H", "H", "H", "H", "H", "H", "C", "O", "N", "C", "C", "H", "H", "H", "H", "H", "H", "H", "C", "O", "N", "C", "C", "H", "H", "H", "H", "H", "H", "H", "C", "O", "N", "C", "C", "H", "H", "H", "H", "H", "H", "H", "C", "O", "N", "C", "C", "H", "H", "H", "H", "H", "H", "H"], "xyz": [[-1.318, 2.320, 2.758], [-1.108, 1.400, 2.018], [-0.656, 0.441, 1.065], [-1.057, 0.588, -0.280], [-0.635, -0.231, -1.211], [0.171, -1.184, -0.840], [0.591, -1.997, -1.853], [1.187, -1.247, -2.946], [2.410, -1.987, -3.498], [3.588, -1.848, -2.533], [2.723, -1.340, -4.722], [0.606, -1.468, 0.389], [1.708, -2.955, 0.679], [3.242, -2.147, 1.279], [1.034, -3.565, 2.067], [0.169, -0.611, 1.410], [-1.483, 3.171, 3.379], [-1.722, 1.404, -0.521], [0.450, -1.175, -3.746], [1.506, -0.254, -2.627], [2.173, -3.029, -3.705], [4.513, -2.181, -2.999], [3.402, -2.440, -1.632], [3.684, -0.792, -2.271], [2.831, -0.397, -4.552], [3.187, -1.896, 2.341], [4.078, -2.821, 1.111], [3.395, -1.220, 0.720], [0.565, -2.878, 2.559], [0.489, -0.772, 2.430], [-1.483, 5.118, -0.999], [-1.722, 4.552, 0.057], [-0.535, 4.716, -1.862], [-0.275, 5.381, -3.131], [0.242, 3.561, -1.471], [-2.043, 6.004, -1.337], [-0.426, 4.692, -3.961], [0.753, 5.744, -3.156], [-0.944, 6.227, -3.254], [-0.436, 2.725, -1.310], [0.757, 3.765, -0.530], [0.970, 3.312, -2.239], [-2.041, -6.527, 4.884], [-1.510, -5.839, 5.737], [-1.520, -6.754, 3.664], [-2.194, -7.567, 2.670], [-0.233, -6.156, 3.350], [-3.014, -7.022, 5.044], [-1.574, -8.422, 2.396], [-2.398, -6.978, 1.773], [-3.137, -7.934, 3.069], [0.521, -6.518, 4.049], [-0.296, -5.077, 3.449], [0.057, -6.414, 2.335], [-0.717, 6.094, -6.836], [-0.214, 6.588, -5.843], [-2.037, 5.914, -7.022], [-2.572, 5.325, -8.235], [-2.956, 6.333, -5.976], [-0.110, 5.752, -7.691], [-3.239, 6.030, -8.735], [-3.130, 4.417, -8.001], [-1.759, 5.072, -8.913], [-2.846, 7.401, -5.784], [-2.742, 5.798, -5.050], [-3.976, 6.124, -6.285], [5.154, 0.719, -0.204], [4.397, 0.878, -1.151], [5.439, 1.654, 0.711], [6.355, 1.408, 1.811], [4.813, 2.963, 0.589], [5.682, -0.234, -0.030], [5.842, 1.541, 2.765], [7.196, 2.100, 1.761], [6.737, 0.390, 1.756], [3.727, 2.865, 0.630], [5.078, 3.418, -0.365], [5.150, 3.601, 1.401], [-5.821, -2.237, 6.736], [-6.094, -2.501, 7.886], [-4.829, -2.823, 6.029], [-4.551, -2.463, 4.658], [-4.018, -3.848, 6.671], [-6.374, -1.476, 6.157], [-4.664, -3.333, 4.005], [-3.529, -2.085, 4.566], [-5.242, -1.688, 4.330], [-4.652, -4.674, 6.995], [-3.524, -3.436, 7.551], [-3.269, -4.216, 5.979]], "forces_ev_per_angstrom": [[0.00, -0.01, -0.13], [0.39, 0.05, -0.03], [-0.44, 0.38, 0.72], [0.25, -0.38, 0.57], [-0.29, 0.34, -0.08], [0.31, -0.38, -0.28], [0.17, 0.19, 0.43], [-0.01, -0.40, -0.99], [0.52, 0.71, 0.57], [-0.52, -0.16, -0.14], [-0.35, -0.34, -0.14], [0.08, 0.53, 0.79], [0.27, -1.35, -0.25], [-0.48, 0.72, 0.11], [-0.13, 0.94, -0.63], [-0.08, -0.30, -0.88], [-0.13, -0.05, 0.04], [-0.08, -0.14, -0.38], [-0.10, 0.15, 0.14], [-0.17, 0.00, 0.23], [-0.03, 0.01, -0.22], [-0.03, -0.11, -0.01], [0.12, 0.03, 0.01], [0.21, -0.17, 0.12], [0.21, 0.01, -0.02], [-0.04, -0.04, -0.01], [-0.01, -0.06, -0.04], [0.19, -0.09, -0.07], [0.10, -0.33, 0.45], [0.01, 0.11, 0.05], [-0.12, -0.01, -0.01], [0.01, -0.08, -0.01], [-0.02, 0.12, -0.09], [0.11, -0.17, 0.27], [0.02, 0.17, 0.06], [0.03, 0.01, 0.01], [0.00, 0.04, -0.04], [-0.02, 0.06, -0.13], [-0.01, 0.02, 0.00], [0.18, -0.05, -0.07], [0.05, -0.11, -0.01], [-0.04, 0.05, -0.06], [-0.05, -0.01, 0.07], [0.03, 0.03, -0.08], [-0.05, -0.07, -0.12], [0.19, 0.08, 0.04], [-0.14, -0.18, 0.21], [0.01, -0.01, -0.01], [-0.06, -0.03, -0.04], [-0.04, -0.05, -0.03], [0.00, 0.01, 0.03], [0.06, 0.06, -0.04], [0.05, 0.05, 0.00], [-0.05, -0.01, -0.02], [0.10, 0.10, -0.10], [-0.11, -0.08, 0.05], [-0.03, -0.09, -0.05], [-0.06, 0.08, 0.16], [0.16, 0.05, -0.01], [-0.01, -0.01, 0.00], [0.00, -0.04, -0.06], [-0.01, -0.01, -0.07], [0.02, 0.01, 0.01], [-0.04, 0.00, 0.04], [-0.05, 0.01, 0.02], [0.00, -0.01, -0.03], [0.14, 0.00, -0.08], [-0.17, 0.15, 0.20], [0.00, -0.04, 0.11], [-0.09, 0.13, -0.07], [-0.01, -0.09, -0.11], [0.01, 0.01, 0.00], [0.05, -0.01, 0.03], [0.03, -0.03, 0.05], [-0.01, -0.01, -0.03], [0.00, 0.05, 0.00], [-0.03, 0.04, 0.01], [0.02, -0.02, 0.02], [-0.07, 0.06, 0.02], [0.04, -0.03, 0.00], [0.05, 0.02, -0.10], [0.04, -0.13, 0.16], [-0.20, 0.13, 0.07], [0.02, -0.01, -0.02], [0.02, 0.05, -0.07], [-0.01, 0.01, -0.08], [-0.02, 0.00, 0.01], [0.05, -0.03, 0.03], [0.02, -0.06, 0.02], [0.03, 0.02, 0.00]], "mulliken_charge": [0.09, -1.02, 0.21, -0.85, -1.13, 1.19, -0.34, -0.41, -0.12, -0.58, -0.56, 0.24, -0.05, -0.72, -0.28, 0.22, 0.44, 0.88, 0.30, 0.34, 0.47, 0.41, 0.06, 0.09, 0.36, 0.41, 0.40, 0.05, 0.32, 0.63, 0.09, -0.58, 0.23, -1.07, -0.75, 0.32, 0.35, 0.34, 0.32, -0.01, 0.31, 0.43, 0.15, -0.60, 0.15, -0.91, -0.94, 0.30, 0.34, 0.32, 0.30, 0.32, 0.19, 0.39, 0.08, -0.56, 0.12, -0.92, -0.85, 0.31, 0.34, 0.34, 0.29, 0.31, 0.19, 0.38, 0.05, -0.70, 0.15, -0.96, -0.93, 0.36, 0.35, 0.36, 0.32, 0.27, 0.29, 0.39, 0.12, -0.57, 0.15, -0.90, -0.79, 0.25, 0.31, 0.31, 0.30, 0.29, 0.29, 0.22], "total_energy_ev": -62808.4546, "charge": 1, "homo_energy_ev": -10.60}


no.,lowest unoccupied orbital energy (eV)
1,2.28
2,-4.83